(1)
{
  "formula": "C24H58B2F8NO26P5S",
  "method": "ωB97M-V with the def2-TZVPD basis set",
  "lumo_energy_ev": 0.32,
  "largest_force_ev_per_a": 2.0,
  "e_tot_ev": -160935.9339,
  "smiles": "CCCN(O)[C@@H](B(O)OCC)[C@@](F)(O[C@](O)([PH2]=O)S(=O)(=O)C(F)(F)C(F)(F)C(F)(F)F)B(O)OC.COP(=O)(OC)OC.COP(=O)(OC)OC.COP(=O)(OC)OC.COP(=O)(OC)OC",
  "molar_mass_g_mol": 1137.254,
  "gap_ev": 9.1,
  "symbols": ["C", "C", "C", "N", "O", "C", "B", "O", "O", "C", "C", "C", "F", "O", "C", "O", "P", "O", "S", "O", "O", "C", "F", "F", "C", "F", "F", "C", "F", "F", "F", "B", "O", "O", "C", "H", "H", "H", "H", "H", "H", "H", "H", "H", "H", "H", "H", "H", "H", "H", "H", "H", "H", "H", "H", "H", "H", "C", "O", "P", "O", "O", "C", "O", "C", "H", "H", "H", "H", "H", "H", "H", "H", "H", "C", "O", "P", "O", "O", "C", "O", "C", "H", "H", "H", "H", "H", "H", "H", "H", "H", "C", "O", "P", "O", "O", "C", "O", "C", "H", "H", "H", "H", "H", "H", "H", "H", "H", "C", "O", "P", "O", "O", "C", "O", "C", "H", "H", "H", "H", "H", "H", "H", "H", "H"],
  "xyz": [[7.18254, -1.25204, 2.92746], [6.78310, -2.61330, 2.37752], [6.05160, -2.54328, 1.02789], [4.60560, -2.63533, 1.18308], [3.98851, -3.45601, 0.19643], [3.93960, -1.34665, 1.20060], [3.69181, -0.59625, -0.20540], [3.17511, -1.19406, -1.30178], [3.99107, 0.75947, -0.26140], [5.32148, 1.05829, -0.71205], [5.48090, 2.57126, -0.67668], [2.65186, -1.45402, 2.03619], [2.49500, -0.22344, 2.64804], [1.57325, -1.76700, 1.16676], [0.35937, -1.18332, 1.40120], [0.28056, 0.15061, 1.05610], [-0.36391, -1.46791, 3.10756], [-1.44825, -0.51027, 3.39672], [-0.75800, -2.09612, 0.19903], [-0.30030, -1.84757, -1.13373], [-0.82554, -3.46534, 0.61279], [-2.47903, -1.33556, 0.29774], [-2.46656, -0.10572, 0.83168], [-2.87340, -1.22989, -0.98867], [-3.52170, -2.22015, 1.04523], [-2.99719, -2.82690, 2.12267], [-3.97702, -3.15990, 0.18790], [-4.74928, -1.39273, 1.53582], [-5.19883, -0.57302, 0.56795], [-5.73314, -2.27020, 1.85493], [-4.43434, -0.68096, 2.64141], [2.94462, -2.61042, 3.12332], [3.63792, -2.36907, 4.26952], [2.37894, -3.81316, 2.87009], [3.09749, -4.97114, 3.26320], [7.77044, -0.71477, 2.19118], [7.79291, -1.36547, 3.81366], [6.33585, -0.63508, 3.20964], [7.66869, -3.23079, 2.30222], [6.11449, -3.09374, 3.08105], [6.34771, -1.60663, 0.55189], [6.41619, -3.33961, 0.39132], [4.54689, -4.22568, 0.10102], [4.57809, -0.69748, 1.78525], [2.77587, -0.52402, -1.85867], [5.49759, 0.65862, -1.70310], [6.01654, 0.65230, 0.02057], [4.50581, 3.02458, -0.78151], [5.82730, 2.85392, 0.30900], [6.15974, 2.92027, -1.43985], [0.28116, 0.19766, 0.09162], [-0.74437, -2.80965, 3.23426], [0.68396, -1.25694, 4.02387], [4.14607, -1.56199, 4.17565], [2.66779, -5.39010, 4.16419], [4.14968, -4.77327, 3.41365], [3.01035, -5.72089, 2.48819], [2.02804, -0.43270, 9.73243], [2.09229, -0.13498, 8.32991], [2.17743, 1.39263, 7.92913], [3.18588, 2.18442, 8.61944], [0.69888, 1.94897, 8.12997], [-0.39708, 1.15668, 7.65074], [2.33837, 1.26486, 6.35822], [2.51845, 2.47441, 5.60638], [1.46572, -1.35612, 9.84407], [3.03423, -0.56610, 10.12369], [1.52609, 0.36128, 10.28640], [-0.84062, 0.60979, 8.48236], [-0.07792, 0.45224, 6.88408], [-1.14324, 1.82371, 7.22704], [2.37357, 3.36328, 6.21936], [1.80273, 2.48336, 4.78682], [3.52877, 2.48302, 5.20305], [-8.54619, 2.11265, -2.22559], [-7.52474, 3.12598, -2.28780], [-6.38288, 2.91461, -3.35587], [-6.80812, 2.61255, -4.71717], [-5.44009, 1.78319, -2.75238], [-5.05571, 1.85042, -1.37259], [-5.58684, 4.26779, -3.15642], [-4.48042, 4.51752, -4.03419], [-8.91620, 2.07468, -1.20463], [-9.36070, 2.37187, -2.89801], [-8.15257, 1.13247, -2.49654], [-5.69523, 1.19589, -0.79343], [-5.13022, 2.86480, -0.98113], [-4.02450, 1.51332, -1.29458], [-4.24352, 3.64797, -4.64634], [-3.61534, 4.77481, -3.42613], [-4.72934, 5.35391, -4.68324], [9.34914, -2.22810, -2.07825], [9.88253, -0.94512, -2.43615], [9.12751, -0.15526, -3.57990], [7.68167, -0.04186, -3.43098], [9.54933, -0.88335, -4.93030], [10.92537, -1.21522, -5.15447], [9.93663, 1.20052, -3.57424], [9.48310, 2.24589, -4.44963], [10.17758, -2.84142, -1.73330], [8.62156, -2.10939, -1.27727], [8.87281, -2.71517, -2.92988], [11.08761, -2.26449, -4.91037], [11.59384, -0.59734, -4.55602], [11.13940, -1.05531, -6.20819], [8.70134, 1.89909, -5.12421], [10.33356, 2.59216, -5.03259], [9.09852, 3.06481, -3.84663], [-10.75071, 1.94388, -6.76390], [-12.04574, 2.36696, -6.29523], [-12.70282, 1.50474, -5.14852], [-11.85618, 1.21138, -3.99863], [-13.23031, 0.18698, -5.87224], [-13.94408, 0.30119, -7.10821], [-14.00328, 2.35376, -4.85365], [-14.84319, 1.92150, -3.77311], [-10.67334, 2.23417, -7.80815], [-9.97143, 2.43705, -6.18705], [-10.63218, 0.86305, -6.68247], [-13.26467, 0.10348, -7.93668], [-14.38524, 1.28963, -7.23163], [-14.73504, -0.44503, -7.10729], [-14.53385, 0.95335, -3.38116], [-15.86348, 1.84960, -4.14414], [-14.79752, 2.66055, -2.97683]],
  "mulliken_charge": [-1.23, -0.45, 0.12, 0.67, -0.57, -1.54, 1.23, -0.50, -0.52, 0.17, -1.37, 0.32, -0.32, 0.05, -0.40, -0.47, 0.92, -0.67, 1.37, -0.66, -0.65, 0.50, -0.22, -0.29, 0.60, -0.23, -0.29, 0.52, -0.23, -0.26, -0.20, 0.92, -0.70, -0.35, -0.84, 0.31, 0.44, 0.24, 0.48, 0.05, -0.28, 0.47, 0.36, 0.43, 0.31, 0.43, -0.09, 0.33, 0.36, 0.30, 0.48, 0.06, -0.17, 0.29, 0.32, 0.25, 0.23, -0.76, -0.17, 0.52, -0.73, -0.33, -0.54, 0.25, -0.75, 0.25, 0.27, 0.35, 0.27, 0.22, 0.26, 0.40, 0.24, 0.25, -0.69, -0.29, 0.86, -0.67, -0.20, -0.53, -0.31, -0.69, 0.27, 0.28, 0.30, 0.23, 0.38, 0.21, 0.34, 0.26, 0.26, -0.56, -0.29, 0.98, -0.58, -0.28, -0.71, -0.31, -0.71, 0.28, 0.08, 0.35, 0.25, 0.34, 0.27, 0.35, 0.27, 0.26, -0.68, -0.29, 0.99, -0.60, -0.28, -0.68, -0.32, -0.70, 0.25, 0.28, 0.33, 0.25, 0.34, 0.26, 0.34, 0.26, 0.25]
}


(2)
{
  "formula": "C24H58FN8O9P",
  "method": "ωB97M-V with the def2-TZVPD basis set",
  "lumo_energy_ev": 0.45,
  "largest_force_ev_per_a": 2.3,
  "e_tot_ev": -68184.2513,
  "smiles": "CN(C)C=O.CN(C)C=O.CN(C)C=O.CN(C)C=O.CN(C)C=O.CN(C)C=O.CN(C)C=O.CN(C)C=O.OPF",
  "molar_mass_g_mol": 652.747,
  "gap_ev": 8.8,
  "symbols": ["C", "N", "C", "C", "O", "H", "H", "H", "H", "H", "H", "H", "C", "N", "C", "C", "O", "H", "H", "H", "H", "H", "H", "H", "C", "N", "C", "C", "O", "H", "H", "H", "H", "H", "H", "H", "C", "N", "C", "C", "O", "H", "H", "H", "H", "H", "H", "H", "C", "N", "C", "C", "O", "H", "H", "H", "H", "H", "H", "H", "C", "N", "C", "C", "O", "H", "H", "H", "H", "H", "H", "H", "C", "N", "C", "C", "O", "H", "H", "H", "H", "H", "H", "H", "C", "N", "C", "C", "O", "H", "H", "H", "H", "H", "H", "H", "O", "P", "F", "H", "H"],
  "xyz": [[-3.64922, -0.90534, 6.53463], [-4.27284, -0.04046, 5.55571], [-3.69947, 0.05176, 4.22261], [-5.37333, 0.68686, 5.84064], [-5.93892, 1.42870, 5.06062], [-2.61942, -0.58032, 6.69760], [-3.64798, -1.93295, 6.16265], [-4.18654, -0.87174, 7.48165], [-3.41882, 1.08796, 4.02135], [-4.44153, -0.25466, 3.49112], [-2.82191, -0.58696, 4.14298], [-5.72812, 0.54873, 6.87453], [1.01379, -0.40441, -1.82574], [0.13243, -0.80217, -0.74835], [0.10327, -2.19666, -0.33560], [-0.65803, 0.08538, -0.12278], [-1.42362, -0.17835, 0.79329], [0.74500, -0.95901, -2.72823], [2.04594, -0.63609, -1.55102], [0.92908, 0.66492, -2.02325], [-0.90758, -2.58792, -0.45743], [0.37920, -2.26824, 0.71830], [0.79605, -2.78139, -0.93719], [-0.55664, 1.10639, -0.51822], [-4.32794, -6.84230, 6.09846], [-3.63726, -5.94324, 5.19642], [-4.41003, -4.99395, 4.41524], [-2.29020, -5.95884, 5.05741], [-1.65963, -5.23161, 4.32088], [-5.02872, -7.45906, 5.53111], [-4.87964, -6.26011, 6.84027], [-3.62004, -7.49109, 6.61204], [-4.23347, -5.17261, 3.35340], [-4.08343, -3.98063, 4.65563], [-5.47074, -5.09927, 4.63322], [-1.79844, -6.71342, 5.69235], [5.12222, -4.24731, -2.75998], [3.73527, -3.92860, -3.03808], [3.43064, -2.91629, -4.03357], [2.71555, -4.54561, -2.39918], [1.53522, -4.32248, -2.58730], [5.63764, -3.35089, -2.40884], [5.60282, -4.60414, -3.67326], [5.19383, -5.02008, -1.99610], [2.85855, -2.11064, -3.56935], [2.82554, -3.35961, -4.82634], [4.34865, -2.51457, -4.45675], [3.05542, -5.29496, -1.66701], [-0.00789, 0.68448, -5.64400], [1.05424, -0.02443, -6.32959], [0.72896, -1.20875, -7.10443], [2.34155, 0.38041, -6.27045], [3.27367, -0.17388, -6.81905], [-0.48640, 0.00649, -4.93377], [-0.74585, 1.02427, -6.37382], [0.38461, 1.54634, -5.10593], [1.27839, -2.06477, -6.70884], [1.02672, -1.05693, -8.14338], [-0.33932, -1.40748, -7.05603], [2.48332, 1.28569, -5.65827], [-4.61112, 6.63387, 4.53080], [-4.47148, 5.53483, 5.46280], [-5.63573, 4.72468, 5.78183], [-3.28908, 5.23628, 6.04751], [-3.10980, 4.33020, 6.83477], [-5.34470, 7.34618, 4.91605], [-4.95299, 6.25077, 3.56648], [-3.65926, 7.14493, 4.39214], [-5.82621, 4.77616, 6.85585], [-5.43762, 3.68684, 5.51313], [-6.50708, 5.08342, 5.23787], [-2.47233, 5.90902, 5.73853], [7.26326, 2.51293, -8.04613], [7.35847, 1.38301, -7.14572], [6.18025, 0.56333, -6.91225], [8.51117, 1.06488, -6.51335], [8.65108, 0.13257, -5.74901], [6.51052, 3.21181, -7.67385], [6.96981, 2.16290, -9.03847], [8.22002, 3.02826, -8.12030], [5.93604, 0.57686, -5.84925], [6.39206, -0.46578, -7.20612], [5.33693, 0.93808, -7.48318], [9.34187, 1.74690, -6.75801], [3.14239, 3.85564, 1.53861], [2.04638, 3.41725, 0.69758], [0.91000, 2.74719, 1.30465], [2.04439, 3.60958, -0.63956], [1.15621, 3.25659, -1.39201], [3.57377, 2.99326, 2.05147], [2.76941, 4.56592, 2.27962], [3.91613, 4.33783, 0.94304], [0.80788, 1.75861, 0.86526], [0.00110, 3.31596, 1.09867], [1.05108, 2.65882, 2.37950], [2.94673, 4.12491, -1.00470], [-3.01969, 1.94176, 1.32463], [-4.52531, 1.43636, 0.77490], [-4.62479, -0.12496, 1.36418], [-2.44091, 1.13967, 1.29729], [-5.52349, 2.14846, 1.54181]],
  "mulliken_charge": [-0.71, 0.27, -1.16, 0.03, -0.62, 0.32, 0.11, 0.31, 0.33, 0.38, 0.47, 0.29, -0.85, 0.19, -0.83, -0.28, -0.87, 0.36, 0.27, 0.29, 0.32, 0.34, 0.10, 0.79, -0.91, 0.14, -0.77, 0.11, -0.56, 0.33, 0.32, 0.30, 0.31, 0.11, 0.37, 0.26, -0.93, 0.21, -0.81, 0.05, -0.60, 0.34, 0.32, 0.30, 0.03, 0.28, 0.48, 0.33, -0.96, 0.18, -0.88, 0.11, -0.61, 0.36, 0.37, 0.28, 0.19, 0.31, 0.39, 0.31, -0.94, 0.16, -0.77, 0.11, -0.59, 0.33, 0.32, 0.31, 0.29, 0.15, 0.36, 0.27, -0.91, 0.17, -0.97, 0.11, -0.58, 0.31, 0.31, 0.32, 0.27, 0.27, 0.43, 0.26, -0.94, 0.20, -0.82, 0.08, -0.57, 0.34, 0.32, 0.30, 0.12, 0.34, 0.40, 0.30, -0.33, 0.18, -0.28, 0.48, 0.00]
}


(3)
{
  "formula": "C24H58N2",
  "method": "ωB97M-V with the def2-TZVPD basis set",
  "lumo_energy_ev": 0.86,
  "largest_force_ev_per_a": 12.6,
  "e_tot_ev": -28796.0403,
  "smiles": "CCN(CC)CC.CCN(CC)CC.CCCCCC.CCCCCC",
  "molar_mass_g_mol": 374.742,
  "e_above_lowest_ev": 3.8944,
  "gap_ev": 9.3,
  "symbols": ["C", "C", "N", "C", "C", "C", "C", "H", "H", "H", "H", "H", "H", "H", "H", "H", "H", "H", "H", "H", "H", "H", "C", "C", "N", "C", "C", "C", "C", "H", "H", "H", "H", "H", "H", "H", "H", "H", "H", "H", "H", "H", "H", "H", "C", "C", "C", "C", "C", "C", "H", "H", "H", "H", "H", "H", "H", "H", "H", "H", "H", "H", "H", "H", "C", "C", "C", "C", "C", "C", "H", "H", "H", "H", "H", "H", "H", "H", "H", "H", "H", "H", "H", "H"],
  "xyz": [[-0.54561, -2.44352, -0.38340], [0.08427, -3.48670, 0.66735], [-0.48460, -3.13275, 1.99891], [-1.66522, -3.93588, 2.14533], [-1.49560, -5.40205, 2.44334], [0.56620, -3.18556, 3.05128], [0.00681, -2.49648, 4.35360], [-0.62193, -1.31397, -0.16633], [-1.66207, -2.48649, -0.41443], [-0.08840, -2.45281, -1.37183], [1.13116, -3.37794, 0.68186], [0.04221, -4.54940, 0.30844], [-2.41967, -3.99693, 1.30657], [-1.96593, -3.43834, 3.07980], [-1.00542, -5.86979, 1.55779], [-2.60386, -5.87924, 2.70448], [-0.97991, -5.66749, 3.37178], [1.64737, -2.56910, 2.91122], [0.60815, -4.21947, 3.24451], [-0.58453, -1.72269, 3.85628], [0.77906, -2.54945, 5.09912], [-0.74189, -3.20903, 4.72623], [-2.67484, 4.52070, 0.86554], [-2.46383, 3.27551, -0.03319], [-3.21515, 2.14830, 0.54772], [-3.58790, 1.06968, -0.49597], [-2.45986, 0.78765, -1.49251], [-2.37444, 1.52212, 1.55261], [-3.45502, 0.85235, 2.65003], [-3.71583, 4.57107, 1.30011], [-2.25208, 5.43657, 0.31006], [-2.03479, 4.15529, 1.73499], [-1.25003, 2.92509, -0.04112], [-2.78067, 3.58791, -1.05473], [-4.47493, 1.54331, -1.02562], [-3.75627, 0.06833, -0.02185], [-1.66986, 0.56925, -0.93287], [-2.58040, 1.58090, -2.16878], [-2.84415, -0.20348, -1.95790], [-1.77710, 2.40531, 2.02382], [-1.63690, 0.77419, 1.21805], [-4.18348, 1.69640, 2.94257], [-2.86045, 0.49111, 3.62999], [-4.07570, 0.06385, 2.21342], [3.57381, -3.07174, -3.16056], [2.43941, -2.19018, -3.89175], [2.10956, -0.75253, -3.33825], [1.12517, -0.03690, -4.09110], [1.02788, 1.54264, -3.72147], [0.08443, 2.15502, -4.66160], [3.33477, -3.08147, -2.10897], [4.54625, -2.61248, -3.21186], [3.66290, -3.84792, -3.72407], [1.83504, -2.92426, -3.90607], [2.68479, -2.05954, -5.06949], [3.03377, -0.28606, -3.03712], [1.68859, -0.99126, -2.21976], [0.20724, -0.51470, -3.92523], [1.19719, -0.05136, -5.30172], [1.91166, 1.90785, -3.85483], [0.80912, 1.75615, -2.57741], [-0.03833, 1.84193, -5.53548], [0.12464, 3.31634, -4.70039], [-0.85015, 2.08461, -4.30951], [0.96558, 4.47543, -0.93832], [1.22390, 3.89483, 0.45110], [1.57650, 2.40063, 0.33351], [2.32388, 1.82317, 1.54431], [2.38689, 0.24128, 1.70779], [3.35114, -0.18647, 2.90791], [1.83220, 4.49038, -1.64285], [0.55642, 5.47891, -1.01710], [0.16256, 4.01723, -1.36462], [0.24038, 3.77696, 0.89219], [2.10648, 4.42189, 0.99152], [2.15352, 2.07108, -0.57324], [0.68445, 1.91264, 0.48553], [1.70823, 2.01193, 2.26966], [3.38764, 2.28344, 1.61703], [2.62661, -0.37545, 0.78425], [1.37854, -0.28208, 1.79646], [3.15508, 0.09133, 3.76741], [4.19188, 0.08325, 2.68571], [3.60347, -1.27086, 2.71212]],
  "mulliken_charge": [-0.75, -1.10, 0.66, -0.62, -1.13, -0.34, -1.38, -0.14, 0.28, 0.46, 0.59, 0.22, 0.27, 0.35, 0.25, 0.33, 0.32, -0.03, 0.67, 0.25, 0.45, 0.32, -1.25, -0.16, 0.09, -0.66, -0.39, 0.20, -1.18, 0.38, 0.31, 0.26, -0.20, 0.42, 0.31, 0.26, -0.28, 0.41, 0.30, 0.23, -0.13, 0.31, 0.29, 0.31, -1.45, -0.71, 0.15, -0.91, 0.16, -1.91, 0.24, 0.36, 0.54, 0.55, 0.26, 0.57, -0.32, 0.33, 0.36, 0.73, -0.42, 0.76, 0.27, 0.44, -1.16, 0.02, 0.76, -1.27, 0.67, -2.37, 0.35, 0.36, 0.19, 0.02, 0.37, 0.27, -0.46, 0.47, 0.29, 0.09, -0.22, 0.62, 0.84, 0.41]
}